Entry 1:
The following is a quantum chemistry calculation of a molecular structure, C25H28BrN3O2Sn at a distorted geometry, from OMol25.

gap between HOMO and LUMO (alpha / beta): 3.607 / 3.600 eV
E_LUMO (alpha / beta): -9.67 / -9.67 eV
charge: +2

Structure (XYZ):
```
60
Properties=species:S:1:pos:R:3:mulliken_charge:R:1
Sn -0.222 0.260 -0.533 1.054
N 0.436 0.690 1.922 -0.289
C -0.003 1.642 2.883 0.586
C -0.526 1.206 4.097 -0.637
C -0.872 2.106 5.088 -0.723
C -0.711 3.466 4.863 -0.837
C -0.238 3.910 3.643 -0.898
C 0.113 3.019 2.626 0.715
C 0.520 3.520 1.312 0.707
C 1.102 4.809 1.203 -0.474
C 1.375 5.411 -0.001 -0.927
C 1.119 4.766 -1.194 -0.526
C 0.614 3.462 -1.148 -0.781
C 0.371 2.955 0.083 0.783
H 0.198 -0.251 2.239 0.275
H 1.450 0.732 1.827 0.220
H -0.623 0.144 4.270 0.384
H -1.240 1.753 6.037 0.426
H -0.960 4.180 5.632 0.427
H -0.166 4.973 3.478 0.423
H 1.343 5.307 2.129 0.523
H 1.791 6.409 -0.007 0.448
H 1.282 5.236 -2.151 0.456
H 0.394 2.949 -2.075 0.498
C 4.884 1.209 -1.502 -0.883
C 4.843 0.245 -0.314 -1.086
N 4.250 -1.054 -0.612 0.154
C 5.188 -2.162 -0.756 -0.735
C 5.935 -2.108 -2.086 -1.098
C 2.935 -1.200 -0.714 1.232
C 2.348 -2.558 -0.930 -1.632
N 2.094 -0.192 -0.594 -0.222
H 5.158 2.201 -1.149 0.367
H 3.924 1.286 -2.008 0.283
H 5.626 0.884 -2.225 0.326
H 4.296 0.693 0.524 0.441
H 5.862 0.072 0.029 0.449
H 4.656 -3.106 -0.672 0.444
H 5.898 -2.111 0.072 0.382
H 5.233 -1.966 -2.904 0.310
H 6.471 -3.039 -2.251 0.401
H 6.661 -1.300 -2.098 0.331
H 2.795 -3.062 -1.782 0.503
H 1.278 -2.451 -1.084 0.139
H 2.502 -3.170 -0.043 0.377
H 2.570 0.701 -0.491 -0.023
Br -1.238 -7.241 0.022 -0.159
C -2.316 -5.671 0.005 -0.124
C -3.702 -5.782 -0.073 -0.364
C -4.470 -4.629 -0.114 -0.588
C -3.867 -3.380 -0.086 -0.507
C -2.478 -3.284 0.009 0.521
C -1.696 -4.430 0.058 -0.337
C -1.820 -1.953 -0.016 1.039
O -2.441 -0.945 -0.388 -0.742
O -0.590 -1.880 0.305 -0.786
H -4.169 -6.755 -0.106 0.434
H -5.544 -4.706 -0.184 0.420
H -4.449 -2.473 -0.142 0.438
H -0.624 -4.346 0.129 0.465
```

=====

Entry 2:
The following is a quantum chemistry calculation of 5 unconnected molecules or ions with the total composition C21H22Cl2N4, from OMol25.

gap between HOMO and LUMO: 10.417 eV
E_LUMO: 0.62 eV
SMILES: c1ccncc1.c1ccncc1.c1ccncc1.c1ccncc1.ClCCl

Structure (XYZ):
```
49
Properties=species:S:1:pos:R:3:mulliken_charge:R:1
C 8.982 16.128 12.993 -0.519
C 9.613 15.844 14.195 -0.175
C 8.839 15.392 15.252 -0.528
N 7.518 15.254 15.190 -0.563
C 6.929 15.525 14.030 -0.377
C 7.608 15.988 12.909 -0.356
H 9.561 16.481 12.148 0.440
H 10.685 15.912 14.326 0.499
H 9.291 15.067 16.185 0.827
H 5.855 15.378 13.986 0.366
H 7.046 16.203 12.011 0.396
C 11.993 13.591 12.651 -0.278
C 11.112 12.918 11.824 -0.281
C 11.049 11.530 11.897 -0.345
N 11.758 10.805 12.750 -0.562
C 12.599 11.473 13.539 -0.361
C 12.758 12.845 13.539 -0.155
H 12.018 14.673 12.677 0.474
H 10.469 13.458 11.140 0.382
H 10.376 11.015 11.217 0.350
H 13.181 10.889 14.246 0.354
H 13.441 13.344 14.213 0.421
C 11.622 18.689 22.803 -0.206
C 12.626 18.138 22.016 0.063
C 13.896 18.047 22.565 -0.371
N 14.191 18.368 23.819 -0.542
C 13.202 18.855 24.565 -0.197
C 11.902 19.025 24.110 -0.424
H 10.625 18.781 22.387 0.361
H 12.452 17.798 21.005 0.242
H 14.698 17.616 21.971 0.355
H 13.446 19.072 25.600 0.339
H 11.156 19.424 24.783 0.359
C 11.309 15.842 19.111 -0.286
C 11.704 14.683 18.462 -0.442
C 12.138 14.767 17.150 -0.287
N 12.157 15.914 16.471 -0.415
C 11.749 17.011 17.083 -0.265
C 11.330 17.034 18.409 -0.348
H 10.993 15.824 20.146 0.463
H 11.642 13.745 18.998 0.344
H 12.442 13.893 16.587 0.445
H 11.751 17.930 16.506 0.338
H 11.078 17.966 18.899 0.468
Cl 7.624 10.807 16.355 -0.192
C 8.784 11.843 15.507 0.397
Cl 10.240 12.115 16.461 -0.143
H 9.061 11.336 14.590 0.159
H 8.307 12.792 15.293 -0.226
```

=====

Entry 3:
The following is a quantum chemistry calculation of 2 unconnected molecules or ions with the total composition C7H7NO3 at a distorted geometry, from OMol25.

gap between HOMO and LUMO: 8.750 eV
E_LUMO: -0.42 eV
SMILES: O=CC1=CC=C[C@H]1O.C#[N+][O-]

Structure (XYZ):
```
18
Properties=species:S:1:pos:R:3:mulliken_charge:R:1
O -1.571 1.423 -1.314 -0.565
C -0.364 1.345 -1.175 -0.226
C 0.270 0.566 -0.147 0.334
C 1.589 0.363 0.107 -0.623
C 1.734 -0.431 1.298 -0.275
C 0.518 -0.736 1.789 -0.830
C -0.536 -0.236 0.852 0.518
O -1.646 0.379 1.428 -0.564
H 0.327 1.902 -1.834 0.357
H 2.410 0.728 -0.484 0.469
H 2.685 -0.713 1.713 0.442
H 0.276 -1.280 2.683 0.430
H -0.862 -1.140 0.286 0.151
H -2.095 0.863 0.716 0.376
C -2.074 -1.082 -3.259 -0.217
N -0.925 -1.121 -3.336 0.423
O 0.245 -1.176 -3.473 -0.599
H -3.093 -0.995 -3.045 0.398
```

=====

Entry 4:
The following is a quantum chemistry calculation of a gas-phase ion, C10H13NOP (charge +1) at a distorted geometry, from OMol25.

gap between HOMO and LUMO: 7.431 eV
E_LUMO: -5.06 eV
charge: +1

Structure (XYZ):
```
26
Properties=species:S:1:pos:R:3:mulliken_charge:R:1
C 3.892 -1.320 -0.084 -0.190
C 2.727 -1.533 -0.693 -0.942
C 3.834 -0.090 0.803 -0.364
C 0.434 -0.502 -0.958 -0.564
C 1.762 -0.498 -0.480 0.393
C -0.002 1.739 -1.047 0.781
C -2.331 1.670 0.413 -1.362
C -2.565 -0.593 -0.699 -1.170
C -1.220 -0.230 1.511 -1.756
C -1.649 0.360 0.146 1.030
N -0.430 0.624 -0.702 0.156
O 0.389 2.711 -1.525 -0.243
P 2.408 0.800 0.767 0.038
H 4.827 -1.958 -0.044 0.368
H 2.483 -2.213 -1.416 0.475
H 4.584 0.061 1.589 0.373
H 0.079 -1.238 -1.719 0.351
H -2.855 1.954 -0.514 0.452
H -3.032 1.382 1.259 0.364
H -1.541 2.473 0.401 0.339
H -2.006 -1.341 -1.274 0.329
H -3.185 -0.015 -1.376 0.353
H -3.255 -0.966 0.097 0.366
H -0.827 -1.174 1.283 0.550
H -0.451 0.216 2.037 0.450
H -2.070 -0.319 2.223 0.424
```

=====

Entry 5:
The following is a quantum chemistry calculation of a gas-phase ion, C11H22BN2 (charge +1) at a distorted geometry, from OMol25.

gap between HOMO and LUMO: 9.466 eV
E_LUMO: -4.00 eV
SMILES: CCC[C@@H](C)BC1=[N+](C)CN=C[C@@H]1C
charge: +1

Structure (XYZ):
```
36
Properties=species:S:1:pos:R:3:mulliken_charge:R:1
C 3.250 1.109 1.170 -0.992
C 3.168 -0.229 0.573 -0.614
C 2.522 -0.310 -0.907 -0.826
C 1.071 0.162 -0.965 0.397
C 0.430 -0.167 -2.369 -1.401
B 0.195 -0.338 0.182 0.179
C -1.393 -0.245 0.121 -0.466
N -2.061 0.846 0.432 0.161
C -1.378 1.947 0.943 -1.194
C -3.569 1.088 0.198 -0.358
N -4.021 0.127 -0.689 -0.479
C -3.491 -1.019 -0.739 -0.445
C -2.157 -1.438 -0.194 0.768
C -2.444 -2.222 1.111 -1.215
H 3.924 1.611 0.535 0.357
H 3.814 0.874 2.151 0.320
H 2.235 1.625 1.251 0.133
H 4.134 -0.784 0.480 0.464
H 2.587 -1.027 1.149 0.294
H 2.542 -1.405 -1.024 0.307
H 3.179 0.196 -1.598 0.393
H 1.211 1.260 -0.964 0.254
H 0.666 -1.251 -2.642 0.300
H 0.891 0.548 -2.954 0.486
H -0.666 -0.046 -2.232 0.374
H 0.648 -0.711 1.212 -0.070
H -1.635 2.031 1.985 0.411
H -1.799 2.811 0.479 0.283
H -0.391 1.826 0.887 0.481
H -3.701 2.135 -0.188 0.362
H -4.074 1.136 1.116 0.315
H -4.074 -1.599 -1.424 0.507
H -1.631 -2.012 -1.035 0.519
H -1.608 -1.976 1.856 0.262
H -2.617 -3.381 0.813 0.348
H -3.287 -1.812 1.662 0.385
```

=====

Entry 6:
The following is a quantum chemistry calculation of a molecular structure, C7H18INSi, from OMol25.

gap between HOMO and LUMO: 9.030 eV
E_LUMO: 0.53 eV

Structure (XYZ):
```
28
Properties=species:S:1:pos:R:3:mulliken_charge:R:1
C 1.577 -2.450 -3.282 -1.299
C -1.508 2.493 1.880 -0.992
C 0.655 1.886 2.706 -1.117
C 1.524 -1.139 -2.506 -0.415
C 0.616 -1.238 -1.281 -0.628
C 0.550 0.074 -0.503 -0.628
C -2.265 -0.497 0.611 -1.176
N -0.529 1.442 2.015 0.361
Si -0.488 -0.010 1.099 0.082
I -3.512 -0.739 2.352 0.010
H 1.956 -3.251 -2.650 0.319
H 0.584 -2.729 -3.628 0.319
H 2.229 -2.357 -4.147 0.384
H -2.389 2.130 1.359 0.309
H -1.813 2.843 2.871 0.297
H -1.103 3.348 1.325 0.285
H 1.329 1.047 2.857 0.307
H 1.184 2.662 2.140 0.319
H 0.383 2.300 3.681 0.356
H 1.159 -0.344 -3.161 0.319
H 2.532 -0.866 -2.185 0.334
H -0.388 -1.521 -1.605 0.295
H 0.984 -2.031 -0.626 0.322
H 0.168 0.856 -1.166 0.394
H 1.567 0.374 -0.240 0.390
H -2.763 0.226 -0.025 0.485
H -2.273 -1.457 0.109 0.510
H 0.035 -1.051 1.998 -0.140
```

=====

Calculated total energy per entry: -4071.92215, -1952.79873, -551.25754, -859.81322, -566.33434, -919.47511 Ha
Energy relative to the best compared isomer or geometry (same formula, charge and spin) per entry: 82.5, 0.0, 117.9, 35.0, 0.0, 0.0 kcal/mol